DFT (ωB97M-V/def2-TZVPD) results for C52H57ClN7O12 as an isolated structure at a distorted geometry.

Summary:
Net charge: +1
E_tot (hartree): -3761.1513

Geometry as XYZ:
```
129
C52H57ClN7O12, DFT ωB97M-V/def2-TZVPD
C 3.138 3.323 -2.407
C 1.891 3.182 -3.278
O 1.949 1.996 -4.074
C 1.414 0.885 -3.409
C -0.074 0.714 -3.716
C -0.621 1.525 -4.695
C -1.954 1.383 -5.075
C -2.580 2.284 -6.106
O -3.695 3.014 -5.611
C -3.591 3.570 -4.343
C -2.506 4.381 -4.010
C -2.361 4.937 -2.738
C -1.196 5.788 -2.333
C -3.355 4.676 -1.797
C -4.452 3.904 -2.150
C -4.607 3.334 -3.416
C -5.852 2.494 -3.642
C -5.661 1.056 -3.089
C -6.399 2.504 -5.066
C -2.690 0.397 -4.476
N -2.163 -0.361 -3.493
N -2.995 -1.316 -2.866
C -0.885 -0.222 -3.075
C -0.433 -1.085 -1.930
Cl -0.067 0.034 -0.562
C 0.753 -1.988 -2.223
C 0.821 -3.076 -1.157
H 3.897 3.908 -2.914
H 2.884 3.775 -1.452
H 3.546 2.338 -2.201
H 1.767 4.033 -3.939
H 1.006 3.149 -2.638
H 1.589 0.948 -2.341
H 1.913 0.022 -3.843
H -0.033 2.283 -5.181
H -2.987 1.655 -6.894
H -1.826 2.932 -6.546
H -1.744 4.602 -4.747
H -1.381 6.162 -1.334
H -0.280 5.215 -2.261
H -1.036 6.650 -2.976
H -3.300 5.087 -0.802
H -5.216 3.723 -1.407
H -6.616 2.941 -3.012
H -5.867 0.292 -3.836
H -6.338 0.885 -2.257
H -4.658 0.982 -2.673
H -7.461 2.275 -5.087
H -6.226 3.439 -5.586
H -5.919 1.722 -5.653
H -3.716 0.221 -4.752
H -3.162 -2.075 -3.519
H -3.887 -0.874 -2.673
H -1.268 -1.667 -1.577
H 0.671 -2.386 -3.236
H 1.691 -1.446 -2.168
H -0.093 -3.658 -1.101
H 1.011 -2.572 -0.214
H 1.683 -3.700 -1.366
C 4.068 1.591 -9.322
C 3.411 0.667 -10.124
C 2.505 -0.218 -9.564
C 2.272 -0.158 -8.202
C 2.920 0.752 -7.385
C 3.825 1.632 -7.955
N 1.296 -1.083 -7.609
O 0.745 -1.877 -8.336
O 1.088 -0.992 -6.410
H 4.772 2.283 -9.764
H 3.604 0.637 -11.187
H 1.992 -0.940 -10.182
H 2.726 0.784 -6.322
H 4.339 2.350 -7.332
C 1.152 -6.142 4.702
C 0.767 -4.808 4.653
C 1.259 -3.983 3.663
C 2.132 -4.506 2.727
C 2.534 -5.828 2.755
C 2.035 -6.651 3.757
N 2.619 -3.609 1.674
O 2.243 -2.452 1.718
O 3.349 -4.043 0.805
H 0.758 -6.784 5.478
H 0.082 -4.415 5.388
H 0.961 -2.946 3.620
H 3.219 -6.215 2.015
H 2.334 -7.690 3.797
C -2.119 2.747 4.541
C -2.788 3.916 4.881
C -2.674 5.043 4.082
C -1.889 4.977 2.945
C -1.211 3.824 2.592
C -1.329 2.704 3.399
N -1.780 6.164 2.081
O -2.369 7.167 2.415
O -1.106 6.063 1.070
H -2.213 1.868 5.166
H -3.400 3.950 5.771
H -3.191 5.954 4.343
H -0.599 3.796 1.702
H -0.806 1.794 3.137
C 6.411 -6.976 7.787
C 5.281 -7.343 7.068
C 4.150 -6.544 7.096
C 4.174 -5.382 7.847
C 5.288 -5.002 8.574
C 6.412 -5.809 8.541
N 2.986 -4.520 7.866
O 2.010 -4.885 7.232
O 3.044 -3.490 8.505
H 7.293 -7.601 7.760
H 5.281 -8.252 6.483
H 3.269 -6.822 6.539
H 5.283 -4.093 9.156
H 7.292 -5.527 9.102
C 0.414 -1.615 9.068
C 0.005 -0.291 9.144
C -0.621 0.310 8.062
C -0.831 -0.438 6.920
C -0.434 -1.761 6.829
C 0.198 -2.354 7.910
N -1.497 0.185 5.766
O -1.809 1.357 5.853
O -1.684 -0.502 4.781
H 0.909 -2.076 9.912
H 0.177 0.279 10.047
H -0.934 1.342 8.113
H -0.610 -2.320 5.923
H 0.537 -3.381 7.860
```